ORCA calculation (wB97M-V/def2-TZVPD) on a 19-piece molecular cluster, H37O19 overall.

XYZ file:
```
56
Properties=species:S:1:pos:R:3:forces:R:3:nbo_charge:R:1
O 0.167 0.502 0.920 -0.593 1.202 0.630 -0.973
H 1.070 2.617 1.302 -0.160 0.098 -0.316 0.485
H -0.249 -0.310 0.639 0.001 -0.499 0.334 0.477
O -0.540 2.336 4.685 -0.501 -0.076 -0.291 -0.954
H 1.716 -1.984 0.478 -0.101 0.068 -0.197 0.497
H -1.370 1.863 4.522 0.108 -0.037 0.287 0.476
O -1.977 -2.573 -1.257 0.462 0.472 0.878 -0.988
H 1.099 -0.499 -1.055 1.136 0.413 0.012 0.513
H 3.376 -1.106 2.406 -0.189 -0.457 -0.505 0.479
O -0.592 1.908 -3.328 -0.194 -0.381 0.432 -1.029
H -0.402 1.065 -2.786 -0.662 0.808 -0.256 0.495
H -0.105 1.809 -4.143 0.120 0.066 -0.322 0.464
O -2.312 3.722 -2.026 -0.298 0.558 0.199 -0.964
H -2.773 -0.760 0.301 -0.085 0.195 -0.380 0.500
H -2.286 2.829 -2.383 0.479 -0.265 -0.254 0.508
O -0.066 -0.138 -1.910 -0.014 -0.508 0.561 -1.231
H -1.291 1.045 -0.903 -0.023 -0.806 -0.835 0.501
H -0.608 -0.584 -1.255 -0.652 -0.282 -0.601 0.456
O 3.638 -1.740 3.069 0.630 0.716 1.800 -0.954
H 0.653 -1.787 -4.213 0.083 -0.109 0.055 0.471
H 3.603 -2.640 2.774 0.103 -0.153 -1.209 0.480
O -0.251 -2.062 -4.035 -0.295 0.145 -0.134 -0.979
H -1.962 -2.156 1.524 0.097 -0.277 -0.154 0.496
O 1.390 4.119 -1.890 0.625 0.703 0.019 -0.966
H -1.942 2.020 -0.165 -0.855 0.125 0.234 0.467
H 0.469 4.371 -2.005 -0.222 -0.558 -0.014 0.493
O 2.056 -0.640 -0.613 -0.195 0.635 -0.743 -1.090
H 0.476 -2.487 -0.184 -0.206 -0.115 -0.067 0.474
H 2.571 -0.594 -1.431 0.186 0.139 0.134 0.493
O 0.904 -2.495 3.481 -0.401 -0.388 -0.331 -0.965
H 0.530 -2.679 2.600 -0.220 0.241 0.310 0.495
H 1.793 -2.845 3.412 0.183 0.266 0.235 0.455
O 1.213 -2.797 0.343 -0.184 -1.080 0.210 -0.984
H -2.909 -2.732 -1.393 0.029 -0.325 -0.580 0.487
H -3.331 1.924 2.893 0.804 0.444 -0.306 0.470
O -2.220 1.255 -0.694 0.821 0.470 0.727 -0.982
H -3.762 0.769 3.584 0.314 -0.730 0.559 0.467
H -0.618 -1.274 -3.592 0.222 -0.224 0.260 0.501
O -1.055 -2.490 1.405 -0.386 0.376 0.595 -0.986
H -1.393 -2.949 -1.919 -0.467 -0.109 -0.637 0.503
H 1.434 3.223 -1.561 -0.519 -0.256 0.055 0.474
O 2.011 0.692 -3.322 2.326 0.003 -1.079 -0.979
H 1.137 0.439 -3.098 -1.184 -0.343 0.866 0.492
H 2.165 1.587 -3.019 -0.298 0.119 0.035 0.475
O -2.920 1.145 3.294 -1.281 0.235 -0.270 -0.928
H -3.030 3.675 -1.389 -0.051 0.116 -0.017 0.452
H 1.100 0.323 1.012 0.426 -0.378 -0.188 0.493
O -3.404 -1.077 0.958 -0.059 -0.021 0.282 -0.969
H -1.125 -3.346 0.978 -0.157 0.024 -0.136 0.478
H -3.352 -0.386 1.628 0.025 0.097 0.068 0.482
O 1.573 3.296 1.758 0.181 -0.262 0.697 -0.962
H 1.575 4.098 1.239 -0.175 0.039 -0.460 0.476
H -0.206 2.387 3.784 0.494 0.143 -0.008 0.474
O 3.774 -2.768 0.422 -0.142 -1.727 -0.332 -0.978
H 2.986 -3.221 0.036 0.770 -0.012 0.508 0.493
H 3.569 -1.899 0.124 0.143 1.461 -0.358 0.469
```
Forces are in eV/Å.

Summary:
total charge = -1
energy relative to the best compared isomer or geometry (same formula, charge and spin) = 61.8 kcal per mole
orbital gap = 9.331 eV
HOMO energy = -7.40 eV
E = -39505.601 eV


ORCA calculation (wB97M-V/def2-TZVPD) on a 5-piece molecular cluster, C13H24Cl12NO4S2 overall.

XYZ file:
```
56
Properties=species:S:1:pos:R:3:forces:R:3:nbo_charge:R:1
C 4.592 -2.835 -0.077 -1.378 0.065 -0.153 -0.648
C 4.261 -1.297 0.411 0.601 0.259 0.786 -0.210
C 5.693 -0.692 1.025 -0.507 -1.209 -0.672 -0.639
C 3.668 -0.318 -0.763 0.575 0.171 0.085 -0.433
C 2.610 -1.029 -1.794 0.859 -0.575 0.278 -0.607
S 0.954 -0.086 -1.941 -1.562 1.453 -3.806 2.053
O 1.351 1.376 -2.336 -1.030 -4.614 1.748 -0.947
O 0.183 -0.835 -3.091 2.570 2.032 3.872 -0.946
N 0.194 -0.224 -0.376 -1.194 0.176 -2.337 -1.109
S -1.481 0.260 -0.397 0.417 6.177 -0.366 2.059
O -2.000 0.798 -1.750 1.107 -2.683 3.344 -0.944
O -1.602 1.463 0.619 0.231 -4.556 -2.282 -0.963
C -2.575 -1.108 0.349 -1.067 -0.488 0.834 -0.618
C -4.186 -0.774 0.246 -1.190 -0.354 0.026 -0.223
C -4.900 -1.435 -1.113 0.063 0.057 0.546 -0.632
C -4.899 -1.580 1.527 0.282 -0.069 -0.440 -0.641
H 5.169 -3.465 0.742 -1.015 1.507 -1.769 0.212
H 3.542 -3.369 -0.216 2.283 0.924 0.119 0.216
H 5.144 -2.840 -1.129 -1.006 -0.018 2.339 0.210
H 3.468 -1.287 1.296 1.646 -0.354 -1.874 0.213
H 5.528 0.227 1.736 0.473 -1.789 -1.504 0.221
H 6.209 -1.611 1.582 -1.044 2.245 -0.866 0.203
H 6.384 -0.457 0.102 -1.362 -0.158 1.960 0.204
H 4.606 0.080 -1.385 -2.087 -0.854 1.204 0.199
H 3.169 0.630 -0.271 0.968 -1.961 -0.986 0.257
H 2.314 -2.130 -1.526 0.550 2.218 -0.288 0.236
H 3.150 -1.076 -2.853 -1.838 0.387 2.065 0.251
H -2.408 -2.155 -0.147 0.048 2.109 0.885 0.240
H -2.324 -1.129 1.516 -0.165 0.088 -2.735 0.253
H -4.420 0.390 0.319 0.726 -2.560 -0.220 0.245
H -6.070 -1.588 -0.942 2.551 0.488 -0.268 0.199
H -4.757 -0.778 -2.071 -0.005 -1.381 1.864 0.241
H -4.438 -2.510 -1.237 -0.884 2.096 -0.040 0.200
H -4.931 -0.942 2.507 0.280 -1.365 -2.032 0.219
H -6.023 -1.886 1.279 2.525 0.602 0.423 0.208
H -4.229 -2.553 1.673 -1.703 1.927 -0.010 0.202
C -1.810 3.717 -4.045 0.467 -0.387 0.133 -0.280
Cl -2.322 5.242 -3.301 -0.098 0.024 0.025 -0.022
Cl -2.495 3.557 -5.671 -0.060 0.031 0.059 -0.012
Cl -0.042 3.615 -4.101 -0.515 0.038 0.027 0.049
H -2.183 2.892 -3.432 0.162 0.169 -0.099 0.266
C -5.275 4.106 -0.760 0.241 -0.205 0.030 -0.279
Cl -5.601 2.900 -2.017 0.099 0.188 0.153 0.020
Cl -6.624 5.246 -0.627 0.050 0.023 -0.027 -0.009
Cl -4.973 3.315 0.797 -0.008 0.149 -0.250 0.027
H -4.378 4.664 -1.042 -0.279 -0.220 0.068 0.242
C -4.394 -1.078 6.003 0.100 0.156 -0.071 -0.282
Cl -4.031 0.008 4.651 0.072 -0.036 0.469 0.041
Cl -6.129 -1.432 6.069 0.137 0.037 0.048 0.008
Cl -3.458 -2.577 5.865 -0.090 0.165 0.059 0.014
H -4.108 -0.579 6.932 -0.110 -0.197 -0.329 0.228
C 9.471 0.693 0.603 -0.054 0.117 -0.040 -0.281
Cl 9.145 -0.513 -0.654 0.148 0.143 0.098 0.018
Cl 8.122 1.834 0.736 0.319 -0.055 -0.034 0.030
Cl 9.773 -0.098 2.160 0.018 0.087 -0.153 0.011
H 10.368 1.251 0.321 -0.320 -0.219 0.105 0.228
```
Forces are in eV/Å.

Summary:
total charge = -1
orbital gap = 7.526 eV
HOMO energy = -5.58 eV
E = -195484.641 eV


ORCA calculation (wB97M-V/def2-TZVPD) on a 2-piece molecular cluster, C11H23BrCl2NO2P overall.

XYZ file:
```
41
Properties=species:S:1:pos:R:3:forces:R:3:nbo_charge:R:1
C -1.987 -0.780 2.834 0.957 -0.144 -0.855 -0.660
C -1.085 -1.986 2.120 -2.401 0.228 0.525 -0.104
O 0.228 -2.191 2.751 1.806 2.818 -1.780 -0.560
C 1.178 -1.113 2.432 -0.323 5.541 2.233 0.802
O 1.100 0.122 2.999 -0.026 -7.900 -3.446 -0.591
C 2.443 -1.348 1.404 -0.168 -0.929 0.238 -0.516
C 2.087 -1.093 -0.183 -0.774 0.736 -0.223 -0.408
C 1.713 0.507 -0.496 0.903 -0.220 0.886 -0.744
P 0.130 0.540 -1.624 -0.383 -0.752 -0.637 0.705
C 0.544 1.378 -3.328 -0.445 0.224 -0.614 -0.513
N 1.444 2.587 -3.201 0.911 -1.152 -1.091 -0.870
C -1.252 1.613 -0.851 0.686 1.443 0.516 -0.510
Br -2.819 1.506 -2.153 0.988 -0.021 0.919 -0.021
C -0.881 3.199 -0.671 -1.059 0.716 1.172 -0.460
C 0.328 3.511 0.400 -0.552 0.638 0.161 -0.645
H -1.653 -0.590 3.941 -0.656 -0.477 -2.240 0.241
H -1.781 0.200 2.193 -0.770 -1.930 1.632 0.204
H -3.102 -1.134 2.785 2.091 0.972 0.050 0.218
H -1.021 -1.827 0.952 0.097 -0.111 2.800 0.193
H -1.709 -2.981 2.307 1.998 2.320 -0.382 0.213
H 2.763 -2.483 1.533 -0.522 2.428 -0.268 0.243
H 3.297 -0.616 1.749 -1.836 -1.552 -0.577 0.249
H 2.986 -1.346 -0.903 -1.812 0.066 1.769 0.226
H 1.129 -1.718 -0.458 2.130 1.011 0.436 0.225
H 1.518 0.988 0.565 0.426 -0.639 -2.356 0.267
H 2.652 0.988 -1.040 -2.021 -0.761 1.325 0.231
H -0.449 1.743 -3.881 1.909 -1.037 1.523 0.238
H 0.981 0.525 -4.040 -0.734 1.729 1.721 0.211
H 1.928 2.642 -2.278 -0.418 -0.356 -1.300 0.363
H 2.154 2.487 -3.987 -0.956 0.544 1.735 0.365
H -1.642 1.084 0.130 0.884 1.305 -1.975 0.252
H -0.629 3.770 -1.660 -0.531 -1.589 1.623 0.244
H -1.862 3.721 -0.235 2.050 -1.137 -0.976 0.215
H 1.339 3.671 -0.174 -1.840 -0.610 1.330 0.210
H 0.390 2.723 1.276 0.037 1.519 -1.938 0.228
H 0.061 4.544 0.914 0.651 -2.106 -1.104 0.227
Cl -1.148 -3.239 -0.833 -0.088 -0.362 -0.760 -0.007
C -2.152 -4.662 -0.530 -0.079 -0.223 -0.287 -0.398
Cl -2.513 -4.831 1.192 -0.310 -0.597 -0.215 -0.017
H -3.089 -4.560 -1.082 0.242 0.092 0.230 0.228
H -1.618 -5.553 -0.870 -0.060 0.274 0.201 0.226
```
Forces are in eV/Å.

Summary:
SMILES = CCOC(=O)CCCP(CN)[C@H](Br)CC.ClCCl
orbital gap = 8.634 eV
HOMO energy = -8.22 eV
E = -121735.081 eV